Here is a molecular structure, C17H34B3I3O13Si from the Open Molecules 2025 dataset. Energies are from the ωB97M-V functional and the def2-TZVPD basis.

As for the total energy: -79015.44726 eV. As for the HOMO-LUMO gap: 9.515 eV. As for the LUMO energy: 0.0015 Eh. Its spin multiplicity is 1. The HOMO energy comes out at -9.473 eV.

Positions of all 71 atoms, in Å:
1 C 0.76 -2.10 1.78
2 C -0.53 -1.31 1.61
3 I -2.17 -2.64 2.03
4 C -0.64 -0.61 0.25
5 I -0.24 -1.88 -1.43
6 B -1.98 0.16 -0.07
7 O -1.95 1.55 -0.06
8 B -2.89 2.05 0.82
9 C -2.58 3.39 1.59
10 C -3.68 3.97 2.40
11 O -3.64 4.24 3.56
12 I -5.50 4.43 1.30
13 O -4.04 1.34 1.06
14 B -4.25 0.13 0.40
15 Si -6.07 -0.75 0.51
16 C -7.41 0.53 0.28
17 C -6.23 -1.40 2.30
18 C -6.21 -2.22 -0.67
19 O -3.19 -0.44 -0.30
20 H 0.69 -3.05 1.26
21 H 1.61 -1.53 1.39
22 H 0.92 -2.32 2.83
23 H -0.56 -0.52 2.36
24 H 0.16 0.13 0.24
25 H -1.72 3.23 2.24
26 H -2.30 4.14 0.84
27 H -7.33 1.25 1.10
28 H -8.40 0.08 0.36
29 H -7.34 1.10 -0.65
30 H -6.39 -2.47 2.28
31 H -5.32 -1.21 2.86
32 H -7.06 -0.91 2.82
33 H -5.25 -2.38 -1.15
34 H -6.96 -2.08 -1.45
35 H -6.42 -3.13 -0.10
36 C 4.80 -0.93 -1.32
37 O 4.66 0.38 -1.87
38 C 3.82 1.17 -1.20
39 O 3.21 0.86 -0.21
40 O 3.77 2.34 -1.81
41 C 2.89 3.30 -1.21
42 H 5.51 -1.45 -1.97
43 H 5.20 -0.88 -0.31
44 H 3.85 -1.45 -1.32
45 H 3.21 3.52 -0.19
46 H 1.86 2.92 -1.20
47 H 2.95 4.19 -1.82
48 C 3.95 2.48 -5.32
49 O 4.60 3.54 -6.03
50 C 4.13 4.75 -5.74
51 O 3.25 5.00 -4.96
52 O 4.80 5.64 -6.47
53 C 4.40 7.00 -6.26
54 H 4.43 1.56 -5.63
55 H 4.07 2.61 -4.24
56 H 2.89 2.44 -5.57
57 H 4.55 7.29 -5.22
58 H 3.35 7.13 -6.53
59 H 5.03 7.60 -6.91
60 C 3.13 -7.30 2.43
61 O 2.97 -5.95 2.85
62 C 2.42 -5.81 4.06
63 O 2.06 -6.71 4.78
64 O 2.32 -4.51 4.33
65 C 1.73 -4.22 5.60
66 H 3.58 -7.26 1.45
67 H 3.78 -7.84 3.12
68 H 2.16 -7.80 2.37
69 H 2.33 -4.63 6.41
70 H 0.71 -4.60 5.65
71 H 1.72 -3.13 5.67

Results of the Löwdin charge analysis, in e, for atoms 1 through 2: -0.21, -0.80